Entry 1:
# C25H22N5O4Rb

C25H22N5O4Rb as an isolated structure (ωB97M-V with the def2-TZVPD basis set, OMol25).

Calculated values
multiplicity: 1
E_LUMO: 0.081 eV
HOMO level: -6.601 eV
energy: -42577.9748 eV
charge: 0
energy above the lowest of the compared OMol25 structures with the same formula, charge and spin: 0.00 kcal/mol
orbital gap: 6.7 eV

Last column: Mulliken charge in e.
Atoms and positions in Å:
H: 4.379 -0.096 -0.316  0.397
C: 3.966 0.270 -1.250  -0.488
H: 2.403 1.552 -4.445  0.674
C: 0.362 2.736 -3.012  -0.541
C: -0.714 -3.197 2.832  0.378
H: 5.773 -0.049 -2.351  0.429
C: 4.748 0.297 -2.388  -0.719
C: -0.934 -5.612 2.340  -0.363
C: -2.008 1.249 2.713  0.777
N: -0.100 0.886 -1.566  -0.157
H: -1.874 5.062 -2.945  0.315
H: -1.662 4.871 1.522  0.393
C: -1.024 -4.599 3.290  0.226
H: -0.616 -5.329 1.344  0.378
C: -1.621 -7.260 3.927  -0.464
C: -1.847 2.390 -2.199  -0.740
H: -1.862 -8.284 4.185  0.368
C: -1.388 -4.951 4.591  1.067
C: -2.901 2.213 3.200  -0.725
H: -0.698 5.747 -4.838  0.298
C: -2.145 -0.131 3.174  -0.853
N: -1.346 -1.056 2.785  0.471
N: -1.597 -2.285 3.277  -0.999
O: 0.252 -3.041 2.057  -0.733
O: 4.228 1.295 -5.896  -0.502
C: 2.169 1.137 -2.344  0.214
H: -3.473 4.276 3.154  0.423
C: 4.191 0.765 -3.571  0.289
C: -1.238 -6.931 2.635  -0.703
C: -0.960 3.144 -2.957  0.418
H: -2.954 -0.364 3.867  0.299
H: 5.356 -0.228 -5.045  0.327
C: 0.749 1.602 -2.302  0.323
C: -1.446 4.369 -3.679  -0.568
C: -1.372 1.280 -1.527  -0.548
H: -1.964 -6.534 5.916  0.241
C: 2.875 1.195 -3.542  -0.438
H: -0.162 3.062 0.728  0.407
N: 2.695 0.672 -1.211  -0.293
C: 5.009 0.789 -4.831  -0.565
H: -2.038 0.685 -0.913  0.362
H: 4.748 1.266 -6.704  0.298
H: -3.666 1.915 3.905  0.326
C: -1.685 -6.276 4.899  -0.794
N: -1.045 1.578 1.833  0.046
O: -1.407 -3.997 5.564  -0.510
C: -0.954 2.845 1.441  -0.147
H: -2.248 4.075 -4.365  0.333
Rb: 0.740 -0.633 0.832  0.839
C: -1.791 3.858 1.877  -0.824
H: -1.174 -7.692 1.870  0.364
C: -2.791 3.523 2.781  -0.257
H: 1.082 3.307 -3.579  0.672
H: -1.648 -4.417 6.396  0.305
H: -2.892 2.666 -2.120  0.451
H: 5.895 1.413 -4.661  0.328
O: -0.372 4.969 -4.378  -0.505

=====

Entry 2:
# C25H22O2

A 2-piece molecular cluster, C25H22O2 overall at a distorted geometry (ωB97M-V with the def2-TZVPD basis set, OMol25).

Calculated values
multiplicity: 1
E_LUMO: -2.447 eV
HOMO level: -6.939 eV
energy: -30374.6225 eV
charge: 0
energy above the lowest of the compared OMol25 structures with the same formula, charge and spin: 0.00 kcal/mol
orbital gap: 4.5 eV

Last column: Mulliken charge in e.
Atoms and positions in Å:
C: -2.562 -0.006 0.552  0.236
C: -0.134 -2.803 -0.948  0.582
C: -1.871 1.379 2.929  -0.589
H: -2.593 0.989 -4.100  0.416
C: -1.606 0.825 -3.652  -0.964
H: 1.811 -3.140 -1.835  0.342
H: -2.758 -0.646 -0.308  0.362
H: 1.640 -1.989 2.766  0.358
H: -1.576 1.946 3.806  0.427
H: 3.082 -2.736 2.065  0.396
C: 1.781 -1.972 0.549  0.894
O: 2.568 -1.755 -0.395  -0.739
C: -0.569 -2.287 1.479  -1.509
C: 0.819 1.498 0.415  1.190
C: 2.367 -1.905 1.955  -1.320
C: 0.946 2.834 2.470  -0.699
H: -3.921 0.961 3.509  0.397
H: 0.682 -4.523 -1.938  0.382
C: 0.372 -2.288 0.339  0.941
C: -0.205 0.693 -0.221  1.689
H: -0.470 1.090 -5.470  0.402
C: -3.483 0.111 1.595  -1.053
C: -0.928 1.184 1.930  -0.294
C: 0.808 0.611 -3.782  -1.193
C: 1.974 3.582 1.880  -0.576
C: -1.550 0.618 -2.288  -0.639
H: -4.474 -0.333 1.483  0.431
H: 0.432 -3.104 -2.984  0.272
C: 0.769 -3.424 -1.985  -1.320
H: 0.534 3.052 3.457  0.362
C: 2.402 3.313 0.567  -0.889
C: 0.858 0.360 -2.424  0.112
H: 2.920 -0.958 2.059  0.262
H: -2.470 0.633 -1.707  0.492
H: -0.801 -3.303 1.854  0.403
H: -1.538 -1.862 1.190  0.232
H: -0.183 -1.703 2.322  0.204
H: 3.152 3.946 0.095  0.408
C: 1.829 2.264 -0.161  -0.643
C: 0.390 1.788 1.753  0.342
H: 1.741 0.631 -4.359  0.419
H: 2.133 2.061 -1.179  0.474
C: -1.299 0.558 0.696  -0.831
C: -3.150 0.826 2.756  -0.771
C: -0.304 0.473 -1.630  0.661
H: 2.433 4.409 2.408  0.407
C: -0.428 0.844 -4.410  -0.426
O: -1.358 -2.800 -1.173  -0.686
H: 1.789 0.059 -1.927  0.646

=====

Entry 3:
# C25H23CoF6N6O6S2

C25H23CoF6N6O6S2 as an isolated structure (ωB97M-V with the def2-TZVPD basis set, OMol25).

Calculated values
multiplicity: 4
E_LUMO (alpha / beta): -3.688 / -3.810 eV
HOMO level (alpha / beta): -11.776 / -11.775 eV
<S²>: 3.76
energy: -123120.7453 eV
charge: +1
energy above the lowest of the compared OMol25 structures with the same formula, charge and spin: 0.00 kcal/mol
orbital gap (alpha / beta): 8.1 / 8.0 eV

Last column: Mulliken charge in e.
Atoms and positions in Å:
C: 3.600 -2.543 -1.185  -0.697
C: 0.995 1.330 2.970  0.247
H: 0.256 0.675 3.437  0.304
C: 2.486 0.173 1.806  0.436
H: 1.561 1.592 -1.717  0.378
H: -0.098 -2.936 -4.197  0.498
H: 4.714 -1.542 1.870  0.598
H: -1.723 0.690 -2.101  -0.027
H: 5.214 -3.201 0.065  0.480
H: -4.164 -1.907 -5.504  0.402
H: 2.857 2.196 3.778  0.470
C: 2.329 1.246 3.738  -0.838
Co: 0.354 -0.055 -0.138  2.312
C: 0.138 -4.182 2.512  0.492
C: 0.622 3.642 3.883  -0.799
H: 0.223 5.610 4.626  0.406
S: -0.340 -2.442 2.177  1.175
F: -0.719 -4.749 3.335  -0.178
O: -0.287 -1.739 3.423  -0.779
N: 0.898 1.899 -1.011  -0.027
C: 4.400 -2.496 -0.050  -0.498
C: 0.419 2.722 2.860  -0.044
H: 2.242 0.820 4.732  0.327
C: 0.052 4.906 3.822  -0.792
H: -0.614 2.441 -2.209  0.405
C: -0.033 -0.787 -3.688  0.132
H: 0.937 -1.975 -5.286  0.323
N: 0.625 -0.691 -2.353  0.095
H: -0.384 3.433 -0.938  0.290
C: -2.250 -1.440 -4.664  -0.862
C: -4.324 -0.499 -3.894  -0.632
H: -5.402 -0.422 -3.958  0.409
C: -1.544 -0.723 -3.704  0.323
N: 0.097 2.924 -1.672  -1.067
C: -0.735 5.266 2.739  -0.657
H: 1.222 3.378 4.748  0.483
C: 4.137 -1.574 0.956  -0.961
C: 2.575 -1.623 -1.283  -0.021
C: -0.390 3.085 1.786  0.628
C: -2.248 0.128 -2.859  0.597
F: -3.647 -0.623 2.565  -0.217
F: 0.194 -4.866 1.377  -0.204
F: -1.981 0.524 1.792  -0.255
F: 1.348 -4.149 3.066  -0.200
C: 1.581 -1.534 -2.381  0.473
H: -1.598 4.615 0.888  0.446
H: 1.453 2.398 -0.320  0.400
F: -3.843 0.442 0.683  -0.206
O: -3.551 -2.303 -0.094  -0.659
H: -4.159 0.888 -2.265  0.452
C: -3.625 0.237 -2.946  -0.952
H: 0.325 0.066 -4.272  0.339
H: 3.753 -3.279 -1.962  0.589
C: -0.961 4.347 1.723  -1.617
S: -2.419 -1.719 0.526  0.977
O: 1.728 -2.339 -3.420  -0.419
H: -1.180 6.251 2.691  0.416
O: 3.144 0.333 2.937  -0.463
C: 0.569 -2.081 -4.271  -0.838
C: -3.631 -1.333 -4.757  -0.775
H: -1.730 -2.092 -5.357  0.417
N: 1.337 0.711 1.662  0.361
C: 3.073 -0.714 0.768  0.173
N: 2.351 -0.718 -0.342  0.262
O: -1.411 -1.122 -0.361  -0.993
C: -3.034 -0.255 1.462  0.607
N: -1.794 -2.664 1.607  -0.646
O: 0.608 -2.011 1.145  -0.632
H: -0.597 2.363 1.008  0.832

=====

Entry 4:
# C25H23CoN9P

C25H23CoN9P as an isolated structure (ωB97M-V with the def2-TZVPD basis set, OMol25).

Calculated values
multiplicity: 1
E_LUMO (alpha / beta): -6.513 / -6.374 eV
HOMO level (alpha / beta): -12.774 / -12.776 eV
energy: -86603.7144 eV
charge: +2
orbital gap (alpha / beta): 6.3 / 6.4 eV

Last column: Mulliken charge in e.
Atoms and positions in Å:
N: 1.414 -1.361 2.682  -0.808
N: 1.350 -1.385 -4.669  -0.303
C: -1.212 -1.708 0.478  0.329
H: 1.695 -1.017 -5.547  0.421
C: -0.524 4.708 2.069  -0.821
H: -0.993 2.764 2.837  0.457
C: 1.024 -1.431 -2.325  -0.097
C: 0.145 -0.329 -1.900  -0.098
C: 2.891 0.414 -1.677  -0.730
H: -3.025 2.421 -0.290  0.507
H: 3.520 0.266 -3.797  0.454
C: -4.527 -0.582 -0.818  -0.864
C: -2.579 -3.652 0.060  -0.817
H: -0.793 5.218 2.984  0.423
Co: 0.402 -0.981 1.061  -0.686
C: 2.952 -1.314 5.767  0.715
H: -0.558 -3.710 0.846  0.430
N: -0.849 -1.569 -3.783  -1.024
C: 0.177 3.410 -0.298  0.245
H: 0.020 6.509 1.042  0.415
H: 3.852 0.868 -1.467  0.402
H: 0.640 5.360 -1.051  0.429
C: 2.795 -0.108 -3.083  -0.765
N: -0.476 -1.564 -6.009  -0.839
H: -0.049 -2.358 -6.478  0.304
H: -4.538 -3.337 -0.712  0.442
H: 0.452 2.906 -1.217  0.282
N: -0.006 -1.524 -4.706  1.286
H: -5.466 -1.006 -1.153  0.444
H: 3.678 -1.345 7.688  0.202
C: -1.359 -3.060 0.499  -0.372
C: -3.612 -2.880 -0.386  -0.897
C: 0.546 0.158 -0.549  0.814
N: 2.897 -1.516 7.079  -0.356
N: -0.391 -1.636 -2.473  0.226
C: -2.142 0.505 0.059  0.532
C: -0.634 3.329 1.985  -0.348
C: 1.685 -1.446 3.815  0.700
H: 1.484 -2.031 -1.550  0.776
H: 2.398 1.059 0.201  0.462
C: -0.291 2.681 0.796  0.324
H: -5.169 1.427 -1.098  0.443
P: -0.510 0.922 0.631  0.946
C: -2.289 -0.898 0.042  0.072
H: -1.487 -1.642 -5.965  0.336
N: 4.081 -0.847 5.222  -0.339
H: 0.030 0.458 -2.641  0.413
C: -3.146 1.345 -0.330  -0.519
H: 2.044 -1.876 7.472  0.241
N: 1.865 -1.597 5.065  -0.638
C: -3.492 -1.462 -0.402  0.744
C: 2.004 0.525 -0.660  -0.373
C: 0.284 4.788 -0.204  -0.837
H: -2.681 -4.729 0.089  0.442
C: 1.860 -0.989 -3.418  -0.165
C: -0.066 5.433 0.976  -0.433
H: 4.902 -0.662 5.772  0.211
H: 4.139 -0.699 4.230  0.169
C: -4.363 0.777 -0.786  -0.909